--- i ---
12
Properties=species:S:1:pos:R:3:nbo_charge:R:1 method="wB97M-V/def2-TZVPD" smiles="Cn1nc(S)c(=S)o1"
C 1.11012 0.35277 -1.61294 -0.48
C -0.52431 -0.11305 1.24714 0.00
C -0.91811 -1.24898 0.37527 0.19
H 0.57388 -0.07117 -2.42933 0.24
H 2.12920 -0.09937 -1.31427 0.22
H 1.78967 1.30425 -1.96540 0.24
H -0.63805 1.62607 2.97777 0.16
N -0.00924 0.53942 -0.73456 0.05
N 0.14150 0.81624 0.57489 -0.22
O -0.67199 -0.82232 -0.79964 -0.33
S -1.21808 0.38755 2.84763 0.06
S -1.76460 -2.67140 0.83343 -0.13

---

--- ii ---
Computed, not measured: a single C3H4N2OS2 molecule, with ωB97M-V with the def2-TZVPD basis set.

The geometry in XYZ format:
```
12
Properties=species:S:1:pos:R:3:nbo_charge:R:1
C 1.38562 -0.70240 0.11504 -0.05
C 1.00008 -2.06316 0.02608 -0.59
C -1.20684 -0.89867 -0.49009 -0.56
N 0.60602 0.33222 0.06811 -0.33
N -2.11230 1.51094 -0.07513 -0.98
O -3.34399 -0.52533 0.87100 -0.94
S -0.63904 -2.37049 -0.13848 0.75
S -2.82297 -0.05959 -0.40168 1.43
H 2.39904 -0.51845 -0.02034 0.23
H 1.77559 -2.78496 0.16306 0.25
H -1.64441 1.85718 -0.83717 0.37
H -1.35283 1.32678 0.64881 0.41
```

---

Verdict on stability: ii comes out at the bottom.